(1)
The following is a DFT calculation (the ωB97M-V functional and the def2-TZVPD basis) of a single C4H7N3S molecule at a distorted geometry.

- M: 129.188 g mol⁻¹
- Charge: 0
- Kohn-Sham gap: 8.92 eV
- HOMO energy: -8.9 eV
- Structure (SMILES): [H]/N=C\NN(C=C)C=S

Structure (XYZ):
```
15
Properties=species:S:1:pos:R:3:forces:R:3
N 0.462 -0.689 -0.866 0.3 0.3 -0.4
C 1.460 -1.176 -0.008 0.8 0.0 -1.1
C 0.511 1.940 0.219 0.7 0.1 -0.1
H -1.605 -1.819 -0.778 -0.1 0.0 0.0
C -0.594 1.200 0.196 0.3 0.3 -0.1
H -1.549 1.571 0.531 -0.1 0.0 0.1
C -1.794 -0.859 -0.301 -0.6 -0.2 0.1
S -3.265 -0.464 0.303 0.5 -0.1 -0.2
H 2.386 -1.392 -0.583 -0.5 0.1 0.3
H 0.465 -1.137 1.597 1.1 -0.4 -0.3
H 0.788 -0.188 -1.702 -0.2 -0.4 0.6
H 0.486 2.973 0.591 -0.1 -0.6 -0.2
N 1.412 -1.411 1.220 -1.4 0.3 0.8
N -0.663 -0.116 -0.299 0.1 0.3 0.1
H 1.500 1.568 -0.121 -0.8 0.2 0.3
```
Forces are in eV/Å.

(2)
The following is a DFT calculation (the ωB97M-V functional and the def2-TZVPD basis) of 2 unconnected molecules or ions with the total composition C4H7N3S2 at a distorted geometry.

- M: 161.255 g mol⁻¹
- Charge: 0
- Kohn-Sham gap: 7.84 eV
- HOMO energy: -7.7 eV

Structure (XYZ):
```
16
Properties=species:S:1:pos:R:3:forces:R:3
N 0.744 -2.510 2.079 0.3 -1.7 2.1
C 0.618 -1.474 -1.345 3.4 -0.6 -1.2
C -1.269 0.428 0.301 -2.5 -1.1 0.6
H -0.613 3.789 0.626 0.9 0.0 -0.4
N -2.219 -0.277 0.351 2.9 2.3 -0.5
C 0.420 -2.435 0.910 0.4 2.5 -0.3
H 1.630 -0.854 -1.391 -1.7 -1.2 0.4
H -0.100 -0.779 -1.757 -0.3 -0.5 -1.0
S -3.320 -1.345 0.090 -1.4 -1.3 -0.1
H 0.145 3.183 -1.026 -1.1 0.2 0.9
C -0.538 3.020 -0.154 -0.3 -1.0 0.7
S -0.014 1.417 0.682 0.8 1.0 0.0
H -1.602 2.809 -0.303 0.4 0.2 -1.0
H 0.493 -3.218 2.766 0.0 0.1 -0.7
H 0.900 -2.489 -1.854 -1.1 2.1 0.2
N 0.220 -1.710 -0.034 -0.5 -1.1 0.4
```
Forces are in eV/Å.

(3)
The following is a DFT calculation (the ωB97M-V functional and the def2-TZVPD basis) of 2 unconnected molecules or ions with the total composition C4H7N4 at a distorted geometry.

- M: 111.128 g mol⁻¹
- Charge: +1
- Kohn-Sham gap: 9.60 eV
- HOMO energy: -12.6 eV

Structure (XYZ):
```
15
Properties=species:S:1:pos:R:3:forces:R:3
H -4.484 0.294 -1.288 -0.3 -0.3 1.3
N 4.809 -0.096 -1.024 -1.8 0.0 2.0
H 5.379 0.498 -1.615 -0.5 0.2 0.1
H -2.198 0.488 -1.358 1.1 0.8 -2.8
N 0.601 -0.587 0.448 1.7 -0.1 0.3
H -2.486 -0.220 1.435 1.4 0.5 -2.0
N -1.962 -0.003 0.508 -0.9 -1.1 3.4
H -4.192 -0.461 0.279 -2.0 -1.3 1.4
C 3.036 0.026 0.792 1.5 -0.2 0.4
H 3.453 0.140 1.790 -0.2 0.0 -0.1
C 1.732 -0.375 0.610 -2.4 0.2 -0.5
C -2.695 0.226 -0.514 0.5 0.2 2.4
H -0.926 -0.183 0.517 -0.1 0.1 -0.4
C 3.928 0.036 -0.201 2.2 -0.2 -2.2
N -3.994 0.218 -0.381 -0.3 1.1 -3.3
```
Forces are in eV/Å.

(4)
The following is a DFT calculation (the ωB97M-V functional and the def2-TZVPD basis) of 2 unconnected molecules or ions with the total composition C4H7N4O2 at a distorted geometry.

- M: 143.126 g mol⁻¹
- Charge: +1
- Kohn-Sham gap: 9.88 eV
- HOMO energy: -13.0 eV

Structure (XYZ):
```
17
Properties=species:S:1:pos:R:3:forces:R:3
H 3.777 1.373 -1.081 -2.1 -1.9 0.9
H -0.411 0.427 -1.966 -0.2 -1.0 1.3
C 2.659 -1.199 0.285 -0.2 -0.7 1.1
H -1.216 -2.290 1.370 0.0 1.5 -1.5
N -0.686 -1.299 -0.511 -0.7 3.9 0.3
O 2.266 -2.205 0.800 0.5 1.8 -1.3
H -2.060 2.387 0.943 -0.6 1.0 2.1
O 2.919 0.814 -0.892 1.4 1.7 -1.2
C -1.202 -1.386 0.665 -1.3 -1.8 3.6
H -0.293 -1.954 -1.063 1.5 -3.2 -1.6
C -0.732 0.018 -0.973 -1.1 1.5 -0.2
H -1.966 0.307 1.824 -0.6 -0.9 1.9
N -1.751 -0.179 0.996 1.3 -0.4 -1.7
N -1.821 2.001 0.096 1.9 0.4 -3.9
H -1.246 2.627 -0.537 -1.3 -0.9 1.3
N 3.210 -0.142 0.035 0.4 -0.8 0.4
C -1.448 0.701 0.007 1.0 -0.1 -1.6
```
Forces are in eV/Å.

(5)
The following is a DFT calculation (the ωB97M-V functional and the def2-TZVPD basis) of a gas-phase ion, C4H7N4O4S (charge -1) at a distorted geometry.

- M: 207.191 g mol⁻¹
- Charge: -1
- Kohn-Sham gap: 9.05 eV
- HOMO energy: -5.6 eV
- Structure (SMILES): C[S@]1(=O)=NCCN=C(N=[N+]([O-])[O-])O1

Structure (XYZ):
```
20
Properties=species:S:1:pos:R:3:forces:R:3
C 1.913 0.320 -0.932 1.4 -1.9 1.0
H 1.725 1.166 -1.572 -0.3 0.0 -0.4
C -2.123 0.424 -0.294 0.1 -2.1 -0.5
H -2.982 1.090 -0.379 0.1 0.1 -0.1
O 0.013 -1.141 0.526 -0.4 0.9 -0.6
N -1.463 0.734 0.974 0.1 -0.7 -0.4
O 1.464 -1.010 3.691 -0.2 -0.9 1.2
C -1.250 0.573 -1.633 0.4 1.8 2.3
S 0.576 -0.962 -0.981 2.1 -0.2 -0.9
N -0.412 -0.517 -2.107 0.4 -0.9 2.4
H -2.558 -0.666 -0.189 0.8 1.9 -0.5
H 1.930 0.626 0.122 0.4 0.0 -0.4
H -0.722 1.608 -1.403 -0.4 -1.8 -0.7
O 1.335 -2.196 -1.164 -1.3 0.8 -0.4
O 1.614 0.301 2.058 0.5 0.9 -1.0
C -0.613 -0.084 1.435 -2.2 0.7 -2.6
N 0.917 -0.380 2.810 2.1 -0.2 1.5
H 2.911 -0.286 -1.220 -2.5 1.5 0.7
H -1.890 0.748 -2.443 -1.2 0.5 -1.0
N -0.386 -0.349 2.701 0.0 -0.4 0.5
```
Forces are in eV/Å.

(6)
The following is a DFT calculation (the ωB97M-V functional and the def2-TZVPD basis) of a single C4H7N7O2 molecule at a distorted geometry.

- M: 185.147 g mol⁻¹
- Charge: 0
- Kohn-Sham gap: 6.85 eV
- HOMO energy: -8.2 eV

Structure (XYZ):
```
20
Properties=species:S:1:pos:R:3:forces:R:3
N 1.812 2.648 0.355 -2.3 1.4 -0.4
H -1.125 1.281 -1.353 -0.3 0.4 -2.2
O 3.816 -1.668 1.040 1.5 -2.1 0.5
H 4.340 -2.583 0.987 -1.7 2.7 -0.3
H -1.820 0.899 0.148 -0.5 -0.5 0.2
H 0.440 -1.875 0.167 -0.4 0.1 0.1
C -0.414 -1.220 -0.036 2.2 0.4 -1.1
C 3.812 -0.008 -0.460 2.1 0.6 -0.6
N 3.908 2.490 -0.110 2.7 0.2 -0.6
H -1.156 -1.221 0.693 -1.0 -0.2 1.7
H -0.908 -1.546 -0.924 -0.1 0.0 -1.0
O 3.521 -2.210 -1.086 -0.1 1.0 -0.4
N 2.056 1.315 0.182 1.6 1.8 -0.2
N 1.393 0.324 -0.110 -2.9 -2.7 0.5
H -0.688 2.106 0.109 1.0 1.9 0.6
N 3.684 -1.235 -0.322 0.5 -2.8 0.7
C 3.513 1.198 -0.058 -2.1 0.4 -0.4
C -0.917 1.207 -0.344 0.1 -1.9 1.6
N 0.092 0.158 -0.129 0.5 1.2 0.1
N 2.916 3.293 0.073 -0.8 -2.0 1.0
```
Forces are in eV/Å.

(7)
The following is a DFT calculation (the ωB97M-V functional and the def2-TZVPD basis) of a single C4H7NO molecule at a distorted geometry.

- M: 85.106 g mol⁻¹
- Charge: 0
- Kohn-Sham gap (spin up / spin down): 6.90 / 9.76 eV
- HOMO energy (spin up / spin down): -8.4 / -10.0 eV

Structure (XYZ):
```
13
Properties=species:S:1:pos:R:3:forces:R:3
H -0.364 -2.109 -2.277 -0.1 0.2 0.2
H 0.733 2.134 1.813 -0.1 -0.1 0.0
H 1.861 0.750 0.037 -0.2 -0.1 0.0
H 0.344 1.442 -0.594 0.1 -0.1 0.1
H -0.157 -0.310 -2.697 -0.2 -0.1 0.3
H 0.737 0.414 2.276 -0.1 0.1 -0.1
C -0.463 -1.067 -1.977 -1.0 -0.7 -2.0
C -1.070 -0.680 -0.753 3.4 -0.2 -0.5
C 0.350 1.140 1.554 0.1 0.1 0.0
H -0.741 1.148 1.619 0.1 0.0 0.0
O 0.323 -0.580 -0.131 -1.0 0.3 1.1
N -2.179 -0.453 -0.337 -0.9 0.3 0.6
C 0.771 0.749 0.147 -0.3 0.2 0.3
```
Forces are in eV/Å.

(8)
The following is a DFT calculation (the ωB97M-V functional and the def2-TZVPD basis) of a single C4H7NO molecule at a distorted geometry.

- M: 85.106 g mol⁻¹
- Charge: 0
- Kohn-Sham gap: 8.07 eV
- HOMO energy: -7.8 eV

Structure (XYZ):
```
13
Properties=species:S:1:pos:R:3:forces:R:3
H -0.807 -1.927 0.811 0.0 0.1 0.1
H -0.447 2.287 -0.295 0.1 -0.1 -0.1
C 0.173 1.627 -0.911 0.0 0.1 -0.1
H 1.231 1.900 -0.762 -0.1 -0.1 0.0
C -0.183 0.188 -0.680 0.1 0.1 0.0
H -1.686 -0.498 1.432 0.1 -0.1 0.0
H -0.403 -1.260 2.447 0.0 0.0 -0.1
H -0.074 1.845 -1.957 0.0 0.0 0.1
C 0.537 -0.813 -1.377 0.4 -0.7 -0.4
C -0.740 -1.032 1.433 -0.1 -0.1 0.1
O 0.214 -0.112 0.844 0.1 0.0 0.0
H 1.113 -0.488 0.900 -0.1 0.1 0.0
N 1.074 -1.719 -1.885 -0.5 0.8 0.4
```
Forces are in eV/Å.

(9)
The following is a DFT calculation (the ωB97M-V functional and the def2-TZVPD basis) of a molecular structure, C4H7NO.

- M: 85.106 g mol⁻¹
- Charge: 0
- Kohn-Sham gap: 9.95 eV
- HOMO energy: -9.8 eV

Structure (XYZ):
```
13
Properties=species:S:1:pos:R:3:forces:R:3
H 1.340 -0.543 -0.880 -0.3 0.1 0.0
C 0.461 0.058 -0.610 0.1 0.1 0.1
H 0.580 -1.007 1.315 -0.1 0.1 0.0
C 0.879 1.522 -0.433 0.0 0.0 0.0
H 0.018 2.137 -0.143 0.2 -0.1 -0.1
H -0.260 -0.028 -1.435 0.2 0.0 0.2
C -0.157 -0.490 0.691 0.0 -0.1 0.0
H 1.635 1.624 0.356 -0.1 0.0 -0.1
N -1.923 -1.951 -0.491 0.3 0.2 0.7
C -1.263 -1.439 0.452 -0.1 -0.1 -0.6
O -2.039 -2.144 1.230 0.0 0.0 -0.2
H 1.301 1.939 -1.354 -0.1 -0.1 0.1
H -0.572 0.322 1.304 0.0 -0.1 -0.1
```
Forces are in eV/Å.

(10)
The following is a DFT calculation (the ωB97M-V functional and the def2-TZVPD basis) of a single C4H7NO molecule.

- M: 85.106 g mol⁻¹
- Charge: 0
- Kohn-Sham gap: 9.08 eV
- HOMO energy: -8.1 eV
- Structure (SMILES): CCOC1=CN1

Structure (XYZ):
```
13
Properties=species:S:1:pos:R:3:forces:R:3
H -0.977 1.285 0.687 -0.1 -0.1 -0.1
C -1.559 -0.471 -0.462 0.0 -0.1 0.0
H -1.101 -1.175 0.239 -0.1 0.1 -0.1
C 1.206 0.150 0.096 0.0 0.0 -0.1
H -1.419 -0.862 -1.474 -0.1 0.1 0.1
N 2.539 -0.293 0.046 0.2 0.3 -0.1
H 3.144 0.452 0.392 0.1 -0.2 0.0
H -2.629 -0.410 -0.246 0.1 0.0 0.0
H -1.370 1.627 -1.014 0.0 -0.1 0.1
H 1.199 -1.490 1.642 0.0 0.1 0.1
C -0.923 0.897 -0.336 -0.3 0.1 0.1
C 1.427 -0.566 1.147 -0.1 -0.1 0.0
O 0.464 0.855 -0.717 0.3 0.0 0.0
```
Forces are in eV/Å.

(11)
The following is a DFT calculation (the ωB97M-V functional and the def2-TZVPD basis) of 2 unconnected molecules or ions with the total composition C4H7NO.

- M: 85.106 g mol⁻¹
- Charge: 0
- Kohn-Sham gap: 9.84 eV
- HOMO energy: -9.8 eV
- Structure (SMILES): O=CN=C1CC1.[H][H]

Structure (XYZ):
```
13
Properties=species:S:1:pos:R:3:forces:R:3
H -0.832 1.542 1.079 0.1 0.1 0.0
N -0.305 -1.387 0.113 0.0 0.3 0.3
C -0.053 1.221 0.396 -0.2 0.1 0.0
O -2.305 -2.373 -0.457 0.3 0.4 0.0
C 0.169 -0.226 0.287 -0.2 -0.2 0.3
H 1.312 0.342 1.996 0.0 0.2 0.0
H -2.070 -0.362 -0.524 0.0 -0.1 0.0
H 0.979 -0.626 -1.682 0.3 0.2 -0.4
H 1.282 0.045 -1.780 0.2 0.0 -0.4
H 2.157 0.784 0.434 -0.2 -0.2 0.0
C 1.223 0.536 0.932 0.1 -0.1 0.1
H 0.094 1.876 -0.462 -0.1 -0.3 0.1
C -1.652 -1.374 -0.331 -0.3 -0.3 0.0
```
Forces are in eV/Å.

(12)
The following is a DFT calculation (the ωB97M-V functional and the def2-TZVPD basis) of a molecular structure, C4H7NO at a distorted geometry.

- M: 85.106 g mol⁻¹
- Charge: 0
- Kohn-Sham gap: 9.53 eV
- HOMO energy: -8.7 eV

Structure (XYZ):
```
13
Properties=species:S:1:pos:R:3:forces:R:3
H 2.427 -1.696 -0.311 0.0 -0.3 -0.9
H -1.554 1.429 -0.699 -0.6 0.5 0.7
N 2.284 0.532 -0.619 0.2 -0.1 2.0
C 0.360 0.012 0.188 4.6 -3.1 -0.8
C 2.170 -0.775 0.158 -4.8 2.4 0.7
H 3.099 1.074 -0.239 -1.1 -0.2 -0.3
C -0.884 -0.393 0.061 -0.9 1.6 0.5
H 2.402 -0.831 1.237 0.3 0.7 -0.6
H -1.183 -1.421 0.046 0.4 -0.4 0.3
H -2.918 0.311 -0.410 0.1 -0.3 -0.6
H -2.361 1.029 1.028 1.3 -0.1 -1.7
O 1.054 1.187 0.016 0.7 -0.5 -0.5
C -1.976 0.679 -0.015 -0.3 -0.1 1.1
```
Forces are in eV/Å.

(13)
The following is a DFT calculation (the ωB97M-V functional and the def2-TZVPD basis) of 2 unconnected molecules or ions with the total composition C4H7NO.

- M: 85.106 g mol⁻¹
- Charge: 0
- Kohn-Sham gap: 8.70 eV
- HOMO energy: -9.0 eV
- Structure (SMILES): O=CC1=CN1.C

Structure (XYZ):
```
13
Properties=species:S:1:pos:R:3:forces:R:3
C -1.314 1.584 0.145 0.0 -0.2 0.1
H 1.955 -0.808 1.070 0.0 0.1 -0.2
C 2.085 -0.458 0.041 0.0 0.0 0.0
H -1.500 2.530 0.628 0.0 -0.2 -0.1
C -1.217 0.308 0.059 0.0 0.2 0.2
H -1.608 1.102 -1.825 0.2 0.0 0.1
C -1.260 -1.061 0.547 0.0 -0.3 -0.2
N -0.826 1.102 -1.159 -0.2 0.0 -0.3
H 1.696 -1.209 -0.651 0.1 0.1 0.1
H 1.538 0.474 -0.119 0.1 -0.1 0.0
H 3.148 -0.293 -0.152 -0.2 0.0 0.0
H -1.387 -1.151 1.641 0.0 0.0 -0.1
O -1.180 -2.032 -0.172 0.0 0.4 0.3
```
Forces are in eV/Å.

(14)
The following is a DFT calculation (the ωB97M-V functional and the def2-TZVPD basis) of a single C4H7NO molecule.

- M: 85.106 g mol⁻¹
- Charge: 0
- Kohn-Sham gap: 10.20 eV
- HOMO energy: -9.2 eV
- Structure (SMILES): C=C=NCOC

Structure (XYZ):
```
13
Properties=species:S:1:pos:R:3:forces:R:3
H 0.579 -0.216 -2.886 -0.1 0.1 -0.1
H -1.190 -0.041 -3.186 0.3 0.0 0.0
O -0.691 -0.689 -1.335 -0.1 -0.3 0.0
C 0.935 -0.114 1.597 -0.1 0.0 -0.3
H -1.177 -0.604 0.595 0.0 0.1 -0.1
H 0.949 -1.075 3.443 0.1 0.1 -0.1
C -0.535 -0.073 -0.115 -0.4 0.1 0.1
C -0.380 0.096 -2.463 0.0 0.2 -0.2
H -0.831 0.984 -0.187 0.0 -0.1 0.1
H -0.322 1.162 -2.204 0.0 -0.2 0.0
H 0.881 0.795 3.460 0.1 -0.1 -0.1
C 0.931 -0.134 2.906 0.0 0.0 -0.1
N 0.852 -0.091 0.375 0.2 0.0 0.8
```
Forces are in eV/Å.

(15)
The following is a DFT calculation (the ωB97M-V functional and the def2-TZVPD basis) of a single C4H7NO molecule.

- M: 85.106 g mol⁻¹
- Charge: 0
- Kohn-Sham gap: 10.76 eV
- HOMO energy: -9.8 eV
- Structure (SMILES): C[C@H]1CN1C=O

Structure (XYZ):
```
13
Properties=species:S:1:pos:R:3:forces:R:3
H 1.584 0.622 -1.349 -0.1 0.0 0.0
C -0.368 0.704 -0.419 0.0 0.1 -0.2
H 1.715 0.281 1.583 -0.1 -0.1 0.0
N -0.265 0.487 1.009 0.1 0.0 0.2
C 0.629 0.086 -1.370 0.1 0.0 0.0
H -1.261 -1.236 0.195 0.0 0.2 0.0
H 0.821 -0.962 -1.118 0.0 0.1 0.0
C 0.725 -0.202 1.676 0.0 -0.2 0.0
H 0.247 0.124 -2.396 0.0 0.0 0.2
H -0.682 1.715 -0.679 0.0 -0.2 0.1
O 0.534 -1.187 2.351 0.1 0.3 -0.2
C -1.348 -0.157 0.318 -0.2 -0.2 0.0
H -2.345 0.204 0.547 0.1 0.0 -0.1
```
Forces are in eV/Å.

(16)
The following is a DFT calculation (the ωB97M-V functional and the def2-TZVPD basis) of a single C4H7NO molecule at a distorted geometry.

- M: 85.106 g mol⁻¹
- Charge: 0
- Kohn-Sham gap: 9.69 eV
- HOMO energy: -9.1 eV
- Structure (SMILES): C=CN(C)C=O

Structure (XYZ):
```
13
Properties=species:S:1:pos:R:3:forces:R:3
O -2.367 -1.249 -0.189 3.5 5.1 0.1
H 2.046 -2.211 0.341 0.4 3.5 -2.4
C 0.031 1.486 -0.071 1.7 0.9 1.4
H -0.935 1.976 -0.466 2.2 -0.3 0.3
H -0.207 -1.833 0.704 1.5 0.5 -1.8
N -0.332 0.052 0.012 -2.5 0.8 -1.7
H 2.191 -0.314 -0.575 2.5 2.6 -1.4
C 0.410 -1.099 0.056 0.8 -0.2 1.9
C -1.687 -0.140 -0.113 -2.8 -3.0 1.6
H -2.080 0.879 0.171 -1.2 -1.2 -0.8
H 0.161 1.909 1.162 0.1 -1.1 -3.9
C 1.717 -1.123 -0.239 -3.0 -7.4 4.3
H 1.053 1.668 -0.794 -3.2 -0.3 2.3
```
Forces are in eV/Å.

(17)
The following is a DFT calculation (the ωB97M-V functional and the def2-TZVPD basis) of 2 unconnected molecules or ions with the total composition C4H7NO.

- M: 85.106 g mol⁻¹
- Charge: 0
- Kohn-Sham gap: 9.37 eV
- HOMO energy: -8.3 eV

Structure (XYZ):
```
13
Properties=species:S:1:pos:R:3:forces:R:3
H -0.778 2.197 -1.657 0.0 -0.1 0.0
H 1.687 -0.650 -2.489 0.0 0.1 0.1
C 0.545 -0.365 1.791 0.1 -0.1 -0.1
H -1.714 0.579 -1.363 0.1 0.1 0.0
C -0.706 -0.683 1.023 0.0 -0.2 -0.1
N 0.296 0.463 -1.646 0.4 -0.2 0.1
C -0.790 1.119 -1.539 0.1 0.0 0.0
C 1.317 -0.209 -1.559 -0.5 0.4 -0.2
O -0.837 -1.629 0.283 0.0 0.4 0.4
H 0.398 -0.648 2.842 0.0 0.0 -0.1
H 1.390 -0.913 1.371 -0.1 0.1 0.1
H -1.550 0.027 1.176 0.0 -0.1 0.0
H 0.743 0.712 1.766 0.0 -0.1 0.0
```
Forces are in eV/Å.

(18)
The following is a DFT calculation (the ωB97M-V functional and the def2-TZVPD basis) of a single C4H7NO molecule at a distorted geometry.

- M: 85.106 g mol⁻¹
- Charge: 0
- Kohn-Sham gap: 10.93 eV
- HOMO energy: -9.9 eV
- Structure (SMILES): C/N=C/CC=O

Structure (XYZ):
```
13
Properties=species:S:1:pos:R:3:forces:R:3
H 0.439 0.723 -2.761 0.3 0.5 -0.2
H -1.506 0.658 0.991 0.1 -0.1 0.1
H -0.213 0.331 2.138 -0.1 -0.1 0.0
C -1.194 -1.409 1.449 0.1 -0.3 -0.1
C 0.319 0.059 0.086 -0.2 0.1 1.1
N 0.176 0.968 -0.768 -0.9 -1.3 0.5
C 1.046 0.886 -1.868 1.8 2.5 -0.6
H 1.171 -0.637 0.119 -0.3 0.0 -0.3
H 1.576 1.909 -1.802 -0.7 -1.4 -1.2
O -0.841 -2.393 0.846 -0.1 0.4 0.2
C -0.668 -0.019 1.201 0.0 0.0 0.3
H 1.840 0.137 -1.829 -0.1 -0.3 0.2
H -1.950 -1.481 2.259 0.0 0.0 -0.1
```
Forces are in eV/Å.